1.
Entry from the Open Molecules 2025 dataset: a cluster of 2 separate species, F2H2O2Si in total at a distorted geometry (wB97M-V/def2-TZVPD).

## Properties
Structure (SMILES): O=[Si](O)F.F
HOMO, eV: -12.415
ΔE to the lowest compared entry with this formula, charge and spin, kJ/mol: 332.5
E_LUMO, Eh: -0.0252

```
7
Properties=species:S:1:pos:R:3:forces:R:3:mulliken_charge:R:1
O -0.883 1.388 -0.650 -0.157 0.785 -0.197 -0.651
Si -1.791 0.233 -0.343 0.050 -2.126 -0.432 0.932
O -1.626 -1.358 -0.573 0.233 0.376 -0.176 -0.423
F -3.236 0.104 0.186 -1.210 1.236 0.776 -0.185
H -1.002 -1.701 -1.202 0.671 -0.190 -0.181 0.349
F 1.073 0.917 0.783 0.697 -0.279 0.628 -0.459
H 0.427 1.301 0.222 -0.284 0.198 -0.416 0.436
```
Positions in Å, forces in eV/Å.

2.
Entry from the Open Molecules 2025 dataset: an isolated molecule of C5H9N3O at a distorted geometry (wB97M-V/def2-TZVPD).

## Properties
Structure (SMILES): CC(=O)[C@@H](N)[C@@H](N)C#N
HOMO, eV: -9.980
ΔE to the lowest compared entry with this formula, charge and spin, kJ/mol: 225.8
E_LUMO, Eh: 0.0029

```
18
Properties=species:S:1:pos:R:3:forces:R:3:mulliken_charge:R:1
C -1.748 -1.455 0.288 0.015 0.225 -0.953 -1.180
C -0.256 -1.238 0.181 1.246 -1.068 2.633 0.663
O 0.534 -2.175 0.088 -1.309 1.555 -0.561 -0.587
C 0.283 0.155 0.742 0.654 -1.328 -0.060 0.093
N 1.732 0.048 1.002 -0.553 -0.021 -0.046 -0.805
C -0.037 1.213 -0.298 -0.282 -1.262 -1.803 -0.157
N 0.941 2.193 -0.461 0.306 -0.561 -0.104 -0.543
C -0.267 0.184 -1.761 0.418 2.581 0.061 0.191
N -0.329 0.131 -2.919 -0.063 -0.491 0.746 -0.564
H -1.966 -1.879 1.271 0.153 -0.024 -0.099 0.364
H -2.064 -2.138 -0.502 -0.078 -0.060 0.206 0.349
H -2.302 -0.521 0.180 0.007 -0.022 0.030 0.312
H -0.260 0.360 1.670 0.188 0.038 -0.034 0.449
H 2.114 -0.669 0.377 -0.209 0.187 0.160 0.268
H 1.875 -0.327 1.938 -0.043 0.222 -0.245 0.267
H -1.040 1.629 -0.218 0.046 -0.185 -0.109 0.306
H 0.924 2.677 -1.353 -0.091 -0.053 0.323 0.287
H 1.865 1.813 -0.225 -0.405 0.265 -0.147 0.286
```
Positions in Å, forces in eV/Å.

3.
Entry from the Open Molecules 2025 dataset: a structure of composition C4H4F4O5SV at a distorted geometry (wB97M-V/def2-TZVPD).

## Properties
Charge: +1
HOMO, eV: -13.361
E_LUMO, Eh: -0.3908

```
19
Properties=species:S:1:pos:R:3:forces:R:3:mulliken_charge:R:1
O 3.903 -0.746 0.518 -4.844 2.345 -2.006 -0.469
S 2.756 0.068 -0.128 4.500 -2.014 2.035 0.687
O 2.976 -0.104 -1.822 -0.309 2.284 1.884 -0.123
F 2.589 -1.329 -2.194 -0.646 -2.812 -1.018 -0.075
O 1.231 -0.605 0.234 0.007 1.578 -1.057 -0.244
C 0.248 0.428 -0.221 0.368 0.838 -1.578 -0.321
C -0.855 -0.197 -1.283 -0.119 -2.076 0.440 -0.513
C -2.181 -0.855 -0.554 -3.298 1.021 0.246 0.221
F -2.209 -2.241 0.046 0.375 4.949 -2.089 -0.247
C -3.479 -0.105 -0.488 0.433 -1.110 0.072 0.358
F -4.715 -0.662 0.169 4.906 2.554 -2.788 -0.178
F -3.643 1.236 -1.123 0.471 -5.178 2.610 -0.179
H -0.231 1.004 0.682 0.765 -1.268 -1.431 0.369
H 0.877 1.222 -0.853 -1.577 -1.471 1.352 0.434
H -0.316 -1.101 -1.846 -1.082 1.910 1.332 0.292
H -1.104 0.591 -2.113 -0.013 -1.416 2.002 0.409
O 0.684 1.794 2.189 2.156 -1.811 3.515 -0.696
V 1.385 1.132 3.658 -0.047 -0.475 1.786 1.783
O 2.085 0.470 5.127 -2.046 2.152 -5.306 -0.507
```
Positions in Å, forces in eV/Å.

4.
Entry from the Open Molecules 2025 dataset: a cluster of 2 separate species, C4H12 in total at a distorted geometry (wB97M-V/def2-TZVPD).

## Properties
Structure (SMILES): CC.CC
HOMO, eV: -11.052
ΔE to the lowest compared entry with this formula, charge and spin, kJ/mol: 127.9
E_LUMO, Eh: 0.0376

```
16
Properties=species:S:1:pos:R:3:forces:R:3:mulliken_charge:R:1
C 0.065 -0.065 2.675 -0.820 1.783 0.399 -0.685
C 1.192 -1.043 2.375 -0.747 -2.337 0.739 -0.717
H -0.735 -0.353 3.406 0.751 -0.615 -0.801 0.280
H 0.468 0.829 3.213 -0.053 -0.463 -0.630 0.248
H -0.483 0.323 1.791 0.473 -0.244 0.362 0.148
H 1.155 -1.790 3.281 0.789 1.113 -1.996 0.209
H 2.154 -0.590 2.229 0.527 0.575 0.799 0.282
H 1.169 -1.599 1.393 -0.924 0.191 1.116 0.235
C -1.197 0.072 -2.463 1.277 -1.552 4.409 -0.691
C -0.048 1.050 -2.582 -1.332 -0.737 -3.948 -0.844
H -1.997 0.129 -3.117 -1.843 1.059 -0.905 0.327
H -0.849 -0.980 -2.692 -0.074 1.010 0.741 0.242
H -1.460 0.180 -1.312 -0.369 -1.002 -2.386 0.120
H 0.821 0.436 -2.527 1.124 0.497 0.366 0.255
H -0.109 1.958 -2.055 0.131 0.673 1.296 0.353
H -0.203 1.377 -3.642 1.090 0.049 0.439 0.237
```
Positions in Å, forces in eV/Å.

Let's list orbital gap in order: 11.73, 10.06, 2.73, 12.08 eV.